C2HClF3O2S | ωB97M-V with the def2-TZVPD basis set

For the HOMO energy, the calculation gives -4.918 eV. As for the net charge: -1. As for the HOMO-LUMO gap: 0.2947 hartree. As for the relative energy (zero: lowest compared OMol25 entry of this formula, charge and spin): 16.4 kJ/mol.

XYZ file:
```
10
C2HClF3O2S (ωB97M-V with the def2-TZVPD basis set)
C -0.63 -0.92 0.87
C -1.07 -0.67 2.09
O 3.50 2.61 -3.24
O 1.38 3.82 -3.34
F -1.04 -1.89 0.08
F -0.71 0.35 2.85
F -1.87 -1.47 2.81
S 2.04 2.51 -3.21
Cl 1.69 1.77 -0.95
H -0.09 -0.23 0.31
```


C2HClFN3 | ωB97M-V with the def2-TZVPD basis set

For the HOMO energy, the calculation gives -10.577 eV. As for the net charge: 0. As for the HOMO-LUMO gap: 0.4011 hartree. As for the relative energy (zero: lowest compared OMol25 entry of this formula, charge and spin): 298.6 kJ/mol.

XYZ file:
```
8
C2HClFN3 (ωB97M-V with the def2-TZVPD basis set)
C 1.15 -0.04 -0.34
C -0.94 -0.08 0.45
N 0.44 0.64 -1.16
N 0.40 0.21 0.89
N -0.45 1.11 -0.15
F -1.79 -0.04 1.41
Cl 2.48 -0.90 -0.75
H -1.28 -0.91 -0.35
```


C2HClIN | ωB97M-V with the def2-TZVPD basis set

For the HOMO energy, the calculation gives -10.343 eV. As for the net charge: 0. As for the HOMO-LUMO gap: 0.3278 hartree. As for the relative energy (zero: lowest compared OMol25 entry of this formula, charge and spin): 211.7 kJ/mol.

XYZ file:
```
6
C2HClIN (ωB97M-V with the def2-TZVPD basis set)
C -0.62 1.32 -0.02
C -0.02 -0.71 -0.01
N -0.56 2.46 -0.21
Cl -0.09 -1.39 1.59
I 1.98 -0.34 -0.58
H -0.69 -1.35 -0.77
```


C2HClN2O | ωB97M-V with the def2-TZVPD basis set

For the HOMO energy, the calculation gives -9.011 eV. As for the net charge: 0. As for the HOMO-LUMO gap: 0.3332 hartree. As for the relative energy (zero: lowest compared OMol25 entry of this formula, charge and spin): 364.3 kJ/mol.

XYZ file:
```
7
C2HClN2O (ωB97M-V with the def2-TZVPD basis set)
C -1.41 -4.23 1.77
C -1.18 -1.48 0.52
N -0.80 -0.39 0.23
N -0.20 0.66 0.34
O -2.24 -4.88 2.19
Cl -2.50 -2.44 0.21
H 0.50 0.84 -0.38
```